# 1
{"formula": "C36H33AsCl4HfO4PS2Te", "method": "ωB97M-V/def2-TZVPD", "charge": 0, "spin_multiplicity": 2, "energy_ha": -7223.09684, "symbols": ["Hf", "C", "C", "O", "P", "S", "S", "O", "C", "C", "H", "H", "H", "H", "H", "H", "H", "H", "H", "H", "Cl", "C", "C", "Cl", "C", "Cl", "C", "O", "C", "O", "C", "Cl", "C", "C", "C", "C", "C", "C", "As", "C", "C", "C", "C", "C", "C", "C", "C", "C", "C", "C", "C", "H", "H", "H", "H", "H", "H", "H", "H", "H", "H", "H", "H", "H", "H", "H", "C", "Te", "C", "C", "C", "C", "C", "C", "C", "H", "H", "H", "H", "H", "H", "H", "H"], "positions_angstrom": [[0.3012, -1.1535, -1.1876], [-1.1864, -7.6322, 0.0585], [-0.5925, -6.2529, 0.1803], [-1.0682, -5.4684, -0.9426], [-0.6598, -3.9439, -1.0555], [1.2691, -3.6036, -1.4090], [-1.2510, -2.8142, 0.4739], [-1.3815, -3.4793, -2.3926], [-2.7237, -3.7838, -2.8427], [-3.8049, -3.5104, -1.8227], [-0.8360, -8.2547, 0.8824], [-0.8853, -8.0976, -0.8793], [-2.2746, -7.5882, 0.0976], [0.4978, -6.2776, 0.1430], [-0.9020, -5.7568, 1.1018], [-2.7268, -4.8287, -3.1546], [-2.8428, -3.1558, -3.7232], [-3.7044, -4.1511, -0.9474], [-4.7729, -3.7114, -2.2853], [-3.7887, -2.4707, -1.4983], [3.1008, 2.1523, -6.5566], [2.8141, 1.5291, -4.9726], [3.5817, 1.9721, -3.8968], [4.8331, 3.1345, -4.1459], [3.3377, 1.4777, -2.6094], [4.2780, 1.9755, -1.2567], [2.3365, 0.5436, -2.4150], [1.9633, 0.0552, -1.2364], [1.5735, 0.0775, -3.5033], [0.6071, -0.7753, -3.1788], [1.8072, 0.5795, -4.7746], [0.8059, 0.0331, -6.0667], [3.7322, -2.6784, 3.7896], [4.0102, -2.2054, 2.5109], [3.0970, -1.3919, 1.8609], [1.9070, -1.0323, 2.4923], [1.6304, -1.5035, 3.7679], [2.5443, -2.3300, 4.4142], [0.6911, 0.0624, 1.4529], [1.5889, 1.7800, 1.4122], [2.6688, 2.0745, 2.2328], [3.2505, 3.3363, 2.1903], [2.7460, 4.3119, 1.3414], [1.6692, 4.0166, 0.5133], [1.1068, 2.7519, 0.5404], [-0.7199, 0.4531, 2.7386], [-0.5048, 1.3572, 3.7737], [-1.5146, 1.6321, 4.6840], [-2.7487, 1.0016, 4.5667], [-2.9680, 0.0984, 3.5361], [-1.9555, -0.1712, 2.6244], [4.4428, -3.3188, 4.2963], [4.9356, -2.4750, 2.0188], [3.3100, -1.0234, 0.8620], [0.7064, -1.2339, 4.2650], [2.3248, -2.6990, 5.4080], [3.0671, 1.3211, 2.9041], [4.0959, 3.5568, 2.8294], [3.2014, 5.2929, 1.3101], [1.2852, 4.7609, -0.1724], [0.2921, 2.5234, -0.1436], [0.4515, 1.8587, 3.8629], [-1.3401, 2.3406, 5.4834], [-3.5372, 1.2166, 5.2763], [-3.9263, -0.3954, 3.4376], [-2.1379, -0.8693, 1.8151], [-2.3545, 2.1733, -0.0454], [-2.1380, 0.4548, -1.3621], [-1.1106, 1.8928, -2.5830], [-1.6952, 3.2252, -2.2088], [-1.6346, 4.3126, -3.0715], [-2.1887, 5.5327, -2.7049], [-2.8092, 5.6660, -1.4737], [-2.8717, 4.5802, -0.6094], [-2.3134, 3.3590, -0.9661], [-1.5199, 2.1428, 0.6558], [-3.2815, 2.0938, 0.5169], [-1.2334, 1.6347, -3.6282], [-0.0469, 1.8263, -2.3424], [-1.1564, 4.2008, -4.0375], [-2.1427, 6.3728, -3.3851], [-3.2523, 6.6106, -1.1871], [-3.3588, 4.6817, 0.3531]]}

# 2
{"formula": "C4H9P", "method": "ωB97M-V/def2-TZVPD", "de_lowest_kj_mol": 369.6, "charge": 0, "symbols": ["C", "C", "C", "C", "P", "H", "H", "H", "H", "H", "H", "H", "H", "H"], "positions_angstrom": [[-0.0952, 0.2305, 1.3041], [-0.6703, -0.0876, -0.0111], [-1.9836, 0.5646, -0.4620], [2.2601, -0.4416, -0.2146], [0.9183, 0.8575, -0.2543], [-0.6405, 1.0833, 1.7124], [0.3048, -0.5708, 1.8426], [-0.7233, -1.9059, -0.9880], [-2.0449, 0.3117, -1.5237], [-1.8562, 1.7103, -0.5349], [-2.8967, 0.3156, 0.0497], [1.8081, -1.0815, -0.9996], [2.4538, -1.0275, 0.6784], [3.1657, 0.0415, -0.5991]]}

# 3
{"formula": "C25H18ClN4OPtSSe", "method": "ωB97M-V/def2-TZVPD", "de_lowest_kj_mol": 156.1, "charge": 3, "spin_multiplicity": 5, "symbols": ["Pt", "Se", "N", "C", "C", "C", "C", "C", "N", "C", "C", "N", "C", "C", "C", "C", "C", "N", "H", "H", "H", "H", "H", "H", "O", "S", "C", "C", "C", "C", "C", "C", "C", "C", "C", "C", "C", "C", "H", "H", "H", "H", "H", "H", "H", "H", "H", "H", "Cl", "C", "H", "H"], "positions_angstrom": [[0.4551, -0.5873, 0.9344], [6.5238, 4.1144, 0.6598], [6.3866, 2.3354, 0.5259], [5.0938, 2.0132, 0.6179], [4.5711, 0.6968, 0.4981], [5.2929, -0.4249, 0.0631], [4.5701, -1.5680, -0.0805], [3.2455, -1.6779, 0.2282], [2.5187, -0.6410, 0.7402], [3.1710, 0.5785, 0.6466], [2.2117, 1.6944, 0.8356], [0.8940, 1.3671, 0.9037], [0.0448, 2.4327, 1.1714], [0.5107, 3.7717, 1.2011], [1.8505, 4.0888, 1.2935], [2.7358, 3.0260, 1.0539], [4.2190, 3.1904, 0.9304], [4.7735, 4.4101, 0.8401], [6.3502, -0.3780, -0.1681], [4.9852, -2.4992, -0.4816], [2.7417, -2.6619, -0.0368], [-0.9785, 2.2025, 1.3464], [-0.2612, 4.5145, 1.2941], [2.1975, 5.0657, 1.6161], [-2.5824, 0.8294, 1.4035], [-2.2620, -0.4570, 0.7645], [-3.8255, -1.3272, 0.4651], [-3.7518, -2.7326, 0.4234], [-4.8982, -3.4902, 0.2554], [-6.1663, -2.8575, 0.0681], [-6.2493, -1.4524, 0.0507], [-5.0603, -0.6833, 0.2517], [-1.9389, -0.1895, -0.9828], [-1.9088, 1.1133, -1.4521], [-1.2384, 1.3488, -2.6869], [-0.7134, 0.3037, -3.4211], [-0.9211, -1.0056, -2.9798], [-1.5927, -1.2814, -1.8239], [-2.7901, -3.2312, 0.6453], [-4.8551, -4.5795, 0.0823], [-6.9968, -3.4943, -0.1563], [-7.1799, -0.9341, -0.1983], [-5.0437, 0.4125, 0.3796], [-2.4196, 1.8747, -0.8866], [-1.1003, 2.3983, -2.9411], [-0.1348, 0.5412, -4.2947], [-0.5027, -1.8077, -3.5752], [-1.7485, -2.3348, -1.5236], [-0.5425, -3.3223, 2.4884], [0.5246, -2.6046, 1.2364], [0.2020, -3.1011, 0.3152], [1.5932, -2.9997, 1.4590]]}

# 4
{"formula": "C31H46BMoN8O2S3", "method": "ωB97M-V/def2-TZVPD", "charge": 3, "energy_ha": -3084.09727, "symbols": ["Mo", "C", "C", "C", "C", "N", "N", "B", "N", "N", "C", "C", "C", "C", "C", "S", "C", "C", "C", "C", "N", "N", "C", "C", "C", "C", "C", "S", "C", "C", "C", "C", "C", "S", "C", "C", "C", "C", "H", "H", "H", "H", "H", "H", "H", "H", "H", "H", "H", "H", "H", "H", "H", "H", "H", "H", "H", "H", "H", "H", "H", "H", "H", "H", "H", "H", "H", "H", "H", "H", "H", "H", "H", "H", "H", "H", "H", "C", "C", "N", "O", "C", "C", "N", "O", "H", "H", "H", "H", "H", "H", "H"], "positions_angstrom": [[-3.1341, 0.1555, -0.6533], [-1.1406, 4.9679, 0.7553], [-0.4096, 3.6737, 0.8985], [0.8335, 3.5558, 1.4599], [1.4621, 2.2907, 1.6027], [0.8908, 1.1983, 1.1555], [-0.3094, 1.3180, 0.5744], [-0.9060, 0.0167, 0.0350], [-0.1660, -0.4892, -1.2295], [0.9974, 0.0447, -1.5528], [1.6651, -0.4917, -2.5576], [1.1500, -1.6121, -3.2503], [-0.0782, -2.1460, -2.9396], [-0.7005, -3.2981, -3.6569], [-0.7384, -1.4976, -1.8854], [-2.3206, -1.9367, -1.2428], [2.9762, 0.1496, -2.9634], [4.0603, -0.9317, -3.0898], [3.4193, 1.1856, -1.9317], [2.7488, 0.8255, -4.3269], [-0.8679, -1.0880, 1.1509], [0.3094, -1.6925, 1.2674], [0.4608, -2.5961, 2.2134], [-0.5922, -2.8718, 3.1130], [-1.8235, -2.2776, 2.9755], [-2.9794, -2.5745, 3.8736], [-1.9341, -1.3715, 1.8987], [-3.4930, -0.6414, 1.5041], [1.7917, -3.3130, 2.3110], [2.7237, -2.8897, 1.1770], [2.4278, -2.9706, 3.6672], [1.5338, -4.8254, 2.2243], [-0.9761, 2.4529, 0.4653], [-2.5996, 2.3604, -0.1533], [2.7987, 2.1681, 2.3060], [3.2485, 0.7116, 2.3674], [3.8365, 3.0051, 1.5422], [2.6331, 2.7145, 3.7342], [-0.5406, 5.7866, 1.1447], [-2.0851, 4.9433, 1.3016], [-1.3639, 5.1735, -0.2929], [1.3383, 4.4368, 1.8334], [1.7293, -2.0409, -4.0573], [-0.0022, -3.7311, -4.3689], [-1.5877, -2.9739, -4.2039], [-1.0022, -4.0773, -2.9547], [4.1715, -1.5017, -2.1655], [5.0150, -0.4508, -3.2999], [3.8715, -1.6249, -3.9098], [3.6004, 0.7225, -0.9602], [2.6818, 1.9785, -1.8022], [4.3497, 1.6419, -2.2684], [2.4666, 0.1029, -5.0949], [3.6725, 1.3050, -4.6501], [1.9733, 1.5914, -4.2680], [-0.4306, -3.5823, 3.9134], [-2.6790, -3.2578, 4.6639], [-3.7963, -3.0341, 3.3145], [-3.3596, -1.6613, 4.3336], [2.9201, -1.8176, 1.1906], [2.3087, -3.1495, 0.2005], [3.6724, -3.4142, 1.2864], [2.5996, -1.8979, 3.7704], [3.3909, -3.4736, 3.7483], [1.8152, -3.3056, 4.5053], [1.0333, -5.0941, 1.2918], [0.9369, -5.1971, 3.0580], [2.4870, -5.3524, 2.2540], [3.3029, 0.2621, 1.3758], [2.5656, 0.1110, 2.9710], [4.2370, 0.6626, 2.8226], [3.9674, 2.6457, 0.5196], [4.7970, 2.9316, 2.0514], [3.5717, 4.0624, 1.5063], [1.8454, 2.1885, 4.2766], [2.4114, 3.7825, 3.7472], [3.5653, 2.5734, 4.2808], [-7.2325, 1.7865, -1.7993], [-5.8163, 1.3718, -1.6154], [-5.2648, 0.9692, -0.5202], [-5.9591, 0.8690, 0.6405], [-4.8798, 1.3704, -2.7795], [-5.2015, 1.8423, -4.1502], [-3.7661, 0.8887, -2.3868], [-2.5583, 0.6248, -2.7079], [-7.7111, 2.1504, -0.8902], [-7.8188, 0.9462, -2.1823], [-7.2895, 2.5899, -2.5322], [-6.8828, 1.1454, 0.5057], [-5.4088, 2.9144, -4.1371], [-6.0907, 1.3346, -4.5267], [-4.3683, 1.6530, -4.8224]]}